Record 1
Formula: CH4N3O2
Source: the OMol25 dataset
Level of theory: ωB97M-V/def2-TZVPD

Each line ends with the natural charge from an NBO analysis.
CARTESIAN COORDINATES (ANGSTROEM)
C 0.31 0.78 -1.13  0.76
N 0.09 -1.59 1.64  0.39
N 1.37 0.64 -1.63  -0.48
N -0.74 1.21 -0.60  -0.77
O -0.93 -0.92 1.39  -0.42
O 0.95 -1.89 0.83  -0.32
H 0.24 -2.01 2.65  0.38
H 1.92 -0.24 -1.86  0.49
H -1.01 0.85 0.39  0.50
H -1.55 1.52 -1.15  0.47

Output
Total charge   +1
LUMO   -4.679 eV
Orbital gap   11.52 eV

---

Record 2
Formula: CH4N3O3
Source: the OMol25 dataset
Level of theory: ωB97M-V/def2-TZVPD

Each line ends with the natural charge from an NBO analysis.
CARTESIAN COORDINATES (ANGSTROEM)
C 0.32 -0.27 -0.02  0.32
N 0.76 -1.49 -0.02  -0.77
N 1.02 0.82 -0.05  -0.30
N -2.13 -0.19 0.00  0.72
O -2.38 -1.26 -0.30  -0.11
O -2.42 0.87 0.29  -0.07
O 0.36 2.03 -0.21  -0.52
H 1.75 -1.74 -0.06  0.41
H 0.12 -2.26 0.02  0.43
H 2.03 0.87 -0.19  0.40
H 0.56 2.62 0.54  0.49

Output
Total charge   +1
LUMO (spin up / spin down)   -6.237 / -6.346 eV
Orbital gap (spin up / spin down)   8.45 / 8.22 eV

---

Record 3
Formula: CH4N3P
Source: the OMol25 dataset
Level of theory: ωB97M-V/def2-TZVPD

Each line ends with the natural charge from an NBO analysis.
CARTESIAN COORDINATES (ANGSTROEM)
C 2.59 0.13 0.08  0.08
N 3.66 0.50 -0.03  -0.31
N -0.52 -1.17 -0.15  -1.19
N -1.90 0.93 0.18  -1.16
P -1.99 -0.74 0.10  1.22
H 1.68 -0.27 0.23  0.23
H -0.28 -2.09 -0.16  0.37
H -0.99 1.26 0.31  0.39
H -2.24 1.44 -0.56  0.39

Output
Total charge   0
LUMO   -0.133 eV
SMILES string   [H]/N=P/N.C#N
Orbital gap   9.89 eV

---

Record 4
Formula: CH4N3PS
Source: the OMol25 dataset
Level of theory: ωB97M-V/def2-TZVPD

Each line ends with the natural charge from an NBO analysis.
CARTESIAN COORDINATES (ANGSTROEM)
C -1.90 -1.58 -0.03  -0.11
N -2.59 -2.51 -0.10  -0.27
N -0.04 0.15 -1.20  -1.18
N -0.01 0.17 1.47  -1.14
P -1.04 0.04 0.05  1.58
S -2.57 1.22 -0.07  -0.53
H 0.94 0.30 -0.90  0.40
H -0.24 0.87 -1.84  0.43
H 0.96 0.04 1.35  0.40
H -0.41 0.66 2.20  0.42

Output
Total charge   0
LUMO   0.360 eV
SMILES string   N#CP(N)(N)=S
Orbital gap   9.58 eV